Record 1
C7H19N3 | ωB97M-V/def2-TZVPD

Geometry as XYZ:
```
29
C7H19N3 | the Open Molecules 2025 dataset | ωB97M-V/def2-TZVPD
C -1.310 0.876 -1.512
C -0.619 1.042 -0.170
C -1.558 1.317 0.996
C 0.504 2.000 -0.193
N 0.140 -0.578 0.134
C -0.767 -1.347 0.990
C 0.535 -1.276 -1.126
N 1.480 -2.229 -0.696
C 2.431 -1.611 0.058
N 1.308 -0.511 0.989
H -2.055 1.704 -1.543
H -0.553 1.086 -2.370
H -1.984 -0.032 -1.821
H -1.103 1.417 2.021
H -2.425 0.620 0.991
H -2.189 2.262 0.693
H 1.361 1.817 -0.859
H 0.155 3.040 -0.430
H 0.784 2.248 0.813
H -0.402 -2.378 1.105
H -0.719 -0.861 1.987
H -1.844 -1.456 0.598
H 1.026 -0.501 -1.782
H -0.357 -1.853 -1.591
H 1.101 -3.132 -0.352
H 3.105 -2.110 0.615
H 2.993 -0.820 -0.484
H 1.065 -0.577 1.968
H 1.827 0.352 0.761
```

Output
Total charge: +2
E_LUMO (eV): -7.25
ΔE to the lowest compared entry with this formula, charge and spin (kJ/mol): 319.9

These are the Löwdin partial charges, in e, on atoms 1 to 8:
1. C -0.04
2. C -0.43
3. C -0.04
4. C -0.05
5. N -0.19
6. C -0.01
7. C -0.13
8. N 0.01

***

Record 2
C3H8N2O2 | ωB97M-V/def2-TZVPD

Geometry as XYZ:
```
15
C3H8N2O2 | the Open Molecules 2025 dataset | ωB97M-V/def2-TZVPD
C 1.166 -1.115 -0.223
C -0.236 -1.697 -0.443
N -1.078 -1.628 0.654
N -1.506 -0.092 0.885
O -2.156 0.254 1.826
O -0.980 0.780 -0.027
C -1.183 2.123 0.207
H 1.098 -0.162 0.268
H 1.955 -1.743 0.180
H 1.554 -1.109 -1.256
H 0.037 -2.713 -0.684
H -0.555 -1.261 -1.374
H -0.457 2.631 -0.519
H -0.915 2.369 1.238
H -2.150 2.391 -0.065
```

Output
E_LUMO (spin up / spin down) (eV): -0.04 / 0.01
ΔE to the lowest compared entry with this formula, charge and spin (kJ/mol): 732.3

These are the Löwdin partial charges, in e, on atoms 1 to 8:
1. C -0.11
2. C -0.40
3. N 0.12
4. N -0.22
5. O 0.08
6. O -0.11
7. C -0.06
8. H 0.05

***

Record 3
C45H99N2O31P | ωB97M-V/def2-TZVPD

Geometry as XYZ:
```
178
C45H99N2O31P | the Open Molecules 2025 dataset | ωB97M-V/def2-TZVPD
C -3.421 6.368 5.990
C -2.814 5.194 6.739
O -3.557 4.036 6.544
P -4.685 3.449 7.559
O -4.062 2.749 8.716
O -5.667 4.677 7.897
C -6.439 4.714 9.125
C -5.720 5.527 10.248
O -5.527 2.475 6.581
C -5.812 2.984 5.259
C -5.054 2.013 4.357
H -4.425 6.610 6.341
H -2.822 7.269 6.127
H -3.529 6.231 4.914
H -1.764 5.104 6.460
H -2.596 5.440 7.779
H -7.410 5.122 8.846
H -6.578 3.742 9.599
H -5.678 6.542 9.853
H -6.103 5.382 11.259
H -4.719 5.102 10.314
H -6.880 2.885 5.068
H -5.568 4.027 5.055
H -3.999 2.098 4.618
H -5.382 0.985 4.510
H -5.194 2.286 3.311
C -1.428 -0.289 -3.761
C -0.728 0.146 -2.486
N -0.279 -1.029 -1.747
C 0.678 -0.657 -0.669
C 1.992 -0.051 -1.135
C -1.309 -1.992 -1.393
C -2.389 -1.361 -0.418
H -1.556 0.544 -4.452
H -2.411 -0.728 -3.590
H -0.903 -1.138 -4.198
H 0.134 0.754 -2.762
H -1.397 0.752 -1.875
H 0.131 -0.075 0.074
H 0.968 -1.599 -0.204
H 2.310 -0.421 -2.110
H 1.923 1.036 -1.191
H 2.751 -0.355 -0.414
H -0.816 -2.779 -0.822
H -1.836 -2.354 -2.276
H -1.991 -0.991 0.527
H -3.035 -2.202 -0.166
H -3.049 -0.614 -0.858
C 0.232 -5.161 4.711
C -1.315 -5.289 4.730
N -1.883 -5.405 6.104
C -1.745 -4.154 6.950
C -2.583 -3.027 6.392
C -1.319 -6.560 6.820
C -1.501 -7.883 6.158
H 0.738 -6.106 4.908
H 0.634 -4.439 5.422
H 0.511 -4.926 3.683
H -1.848 -4.422 4.340
H -1.756 -6.116 4.175
H -2.029 -4.334 7.987
H -0.689 -3.884 6.958
H -2.384 -2.205 7.079
H -2.191 -2.613 5.463
H -3.626 -3.338 6.338
H -1.679 -6.535 7.849
H -0.265 -6.303 6.924
H -0.995 -8.641 6.756
H -1.013 -8.043 5.196
H -2.566 -8.104 6.093
C 11.470 1.341 -1.218
O 10.448 1.987 -0.449
C 9.331 2.362 -1.099
O 9.051 2.137 -2.280
O 8.745 3.247 -0.239
C 7.589 3.905 -0.655
H 11.194 0.388 -1.669
H 12.330 1.273 -0.552
H 11.868 2.021 -1.971
H 7.412 4.785 -0.037
H 6.720 3.318 -0.358
H 7.636 4.138 -1.719
C -2.093 1.186 -10.026
O -2.162 -0.157 -9.564
C -2.996 -1.091 -10.079
O -3.781 -1.063 -11.011
O -2.805 -2.154 -9.308
C -3.499 -3.397 -9.571
H -3.097 1.598 -10.128
H -1.584 1.179 -10.990
H -1.503 1.833 -9.377
H -3.507 -3.752 -10.602
H -4.476 -3.281 -9.103
H -2.986 -4.192 -9.031
C 0.754 6.034 -0.462
O 1.331 6.590 -1.651
C 1.969 7.715 -1.604
O 2.184 8.376 -0.532
O 2.214 8.015 -2.855
C 2.821 9.233 -3.336
H 1.493 5.709 0.270
H 0.159 5.179 -0.782
H 0.042 6.742 -0.035
H 3.171 9.018 -4.345
H 3.656 9.533 -2.703
H 2.053 10.005 -3.290
C -5.013 3.261 -5.925
O -4.186 4.360 -5.958
C -4.298 5.421 -5.185
O -5.082 5.602 -4.283
O -3.366 6.308 -5.560
C -3.199 7.479 -4.764
H -4.900 2.629 -5.045
H -5.016 2.593 -6.787
H -5.986 3.722 -5.752
H -4.179 7.954 -4.731
H -2.455 8.142 -5.206
H -2.894 7.202 -3.755
C -8.484 -2.890 1.779
O -7.263 -3.713 1.636
C -7.328 -5.025 1.739
O -8.389 -5.647 1.641
O -6.071 -5.530 1.842
C -5.848 -6.878 2.108
H -9.244 -3.220 1.071
H -8.230 -1.842 1.616
H -9.039 -3.047 2.704
H -4.795 -7.159 2.148
H -6.355 -7.405 1.300
H -6.379 -7.169 3.014
C 4.049 2.656 -5.055
O 4.742 1.466 -5.456
C 4.251 0.795 -6.490
O 3.332 1.150 -7.265
O 4.953 -0.372 -6.746
C 4.488 -1.114 -7.844
H 2.960 2.666 -5.028
H 4.392 3.380 -5.794
H 4.484 2.995 -4.115
H 4.384 -0.517 -8.750
H 3.499 -1.529 -7.650
H 5.171 -1.925 -8.094
C -1.612 -10.492 -5.308
O -1.298 -9.219 -4.749
C -0.596 -8.251 -5.382
O -0.337 -8.216 -6.605
O -0.293 -7.321 -4.525
C 0.342 -6.111 -4.982
H -2.358 -10.989 -4.688
H -0.668 -11.030 -5.395
H -2.085 -10.453 -6.289
H -0.301 -5.508 -5.623
H 1.238 -6.344 -5.557
H 0.672 -5.609 -4.072
C 2.086 1.705 5.504
O 2.845 2.807 5.960
C 3.925 3.215 5.254
O 4.065 3.115 4.053
O 4.762 3.885 6.086
C 5.790 4.733 5.587
H 1.524 1.317 6.354
H 2.712 0.942 5.040
H 1.408 2.036 4.717
H 6.426 4.114 4.954
H 6.356 5.080 6.451
H 5.294 5.541 5.050
C 10.964 -4.376 0.892
O 9.977 -3.515 0.371
C 9.358 -3.815 -0.788
O 9.789 -4.615 -1.613
O 8.402 -2.870 -0.976
C 7.834 -2.677 -2.253
H 11.923 -4.164 0.419
H 10.788 -5.437 0.713
H 11.111 -4.251 1.965
H 6.962 -3.330 -2.285
H 8.569 -2.913 -3.022
H 7.487 -1.660 -2.435
```

Output
E_LUMO (eV): 0.03

These are the Löwdin partial charges, in e, on atoms 1 to 8:
1. C -0.07
2. C -0.30
3. O -0.18
4. P 0.47
5. O -0.24
6. O -0.20
7. C -0.24
8. C -0.06

***

Record 4
C16H22N4O2S | ωB97M-V/def2-TZVPD

Geometry as XYZ:
```
45
C16H22N4O2S | the Open Molecules 2025 dataset | ωB97M-V/def2-TZVPD
C -2.098 -0.089 -3.175
C -1.998 0.560 -1.802
C -2.539 -0.316 -0.643
C -4.028 -0.644 -0.803
C -1.764 -1.565 -0.583
N -1.141 -2.529 -0.513
C -2.344 0.517 0.646
O -3.141 1.389 0.927
N -1.221 0.268 1.353
C -0.802 1.098 2.473
C -0.173 0.248 3.541
C 1.125 0.166 3.814
C 2.223 0.936 3.129
N 3.352 0.123 2.696
C 3.374 -0.902 1.795
O 4.355 -1.604 1.668
C 2.125 -1.138 0.953
C 2.018 -0.269 -0.268
C 1.849 -0.694 -1.553
C 1.744 0.399 -2.456
C 1.577 0.270 -3.939
N 1.828 1.591 -1.909
S 2.039 1.442 -0.286
H -1.669 0.570 -3.930
H -1.554 -1.035 -3.208
H -3.133 -0.281 -3.460
H -0.955 0.808 -1.587
H -2.564 1.493 -1.772
H -4.391 -1.210 0.054
H -4.586 0.288 -0.862
H -4.198 -1.233 -1.703
H -0.574 -0.418 0.999
H -0.126 1.880 2.121
H -1.695 1.594 2.851
H -0.860 -0.381 4.098
H 1.456 -0.518 4.590
H 1.830 1.514 2.294
H 2.633 1.669 3.826
H 4.215 0.207 3.210
H 2.171 -2.175 0.629
H 1.240 -1.030 1.582
H 1.782 -1.733 -1.839
H 1.330 -0.753 -4.215
H 0.789 0.933 -4.293
H 2.500 0.552 -4.447
```

Output
E_LUMO (eV): 0.63
ΔE to the lowest compared entry with this formula, charge and spin (kJ/mol): 105.0

These are the Löwdin partial charges, in e, on atoms 1 to 8:
1. C -0.08
2. C -0.17
3. C -0.40
4. C -0.01
5. C -0.18
6. N 0.20
7. C -0.45
8. O 0.09

***

Record 5
C3H6N2O2 | ωB97M-V/def2-TZVPD

Geometry as XYZ:
```
13
C3H6N2O2 | the Open Molecules 2025 dataset | ωB97M-V/def2-TZVPD
C -1.314 0.195 -0.388
C -0.971 -0.573 0.946
C -0.043 -0.217 1.857
N 2.258 0.433 -0.703
N 1.087 0.333 -0.366
O -0.183 0.233 -1.210
O 2.537 0.305 -2.098
H -1.993 -0.375 -1.060
H -1.987 1.094 -0.323
H -1.793 -1.234 1.342
H -0.081 -0.879 2.767
H 0.818 0.484 1.741
H 1.665 0.201 -2.505
```

Output
E_LUMO (spin up / spin down) (eV): 0.63 / -2.86
ΔE to the lowest compared entry with this formula, charge and spin (kJ/mol): 624.5
Expectation value of S²: 2.01
2S+1: 3

These are the Löwdin partial charges, in e, on atoms 1 to 8:
1. C -0.22
2. C -0.13
3. C -0.01
4. N -0.07
5. N -0.02
6. O -0.09
7. O -0.02
8. H 0.12

***

Record 6
C7H9N2S | ωB97M-V/def2-TZVPD

Geometry as XYZ:
```
19
C7H9N2S | the Open Molecules 2025 dataset | ωB97M-V/def2-TZVPD
C 0.429 -0.360 1.933
C 1.767 0.009 1.744
C -0.734 -0.007 1.417
C 2.019 0.349 -1.104
C 0.075 -1.262 -1.396
C -1.384 0.127 0.192
C -1.261 1.705 -0.266
N 1.317 -0.749 -1.469
N -1.113 -0.762 -0.942
S 2.363 0.941 0.379
H 0.129 -0.885 2.971
H 2.470 -0.157 2.607
H 0.008 -2.288 -1.974
H -2.381 -0.175 0.438
H -0.291 1.609 -0.508
H -1.348 2.312 0.627
H -1.943 1.907 -0.983
H 1.756 -1.109 -2.223
H -1.879 -1.206 -1.443
```

Output
Total charge: +1
E_LUMO (spin up / spin down) (eV): -5.50 / -4.77
ΔE to the lowest compared entry with this formula, charge and spin (kJ/mol): 778.5

These are the Löwdin partial charges, in e, on atoms 1 to 8:
1. C -0.20
2. C -0.36
3. C 0.07
4. C -0.39
5. C -0.02
6. C -0.33
7. C 0.08
8. N -0.01